w:
Below is C23H27ClN4O in the gas phase, with properties calculated with ωB97M-V/def2-TZVPD.

Calculated values
HOMO energy in eV: -8.2
Structure (SMILES): C=C(C)CNC(=O)[C@@H](c1cccn2ccnc12)N(CC(C)C)c1ccc(Cl)cc1

Last column: natural (NBO) charge in e.
Cartesian coordinates (Å):
H -0.958 -0.103 0.834  0.24
C 2.358 1.628 -3.100  -0.25
C -0.385 1.990 -2.908  -0.22
H 3.426 1.485 -3.193  0.23
C -1.011 -2.565 -0.943  -0.61
C -0.549 5.140 -0.547  -0.02
N 1.589 1.929 0.701  -0.64
H -2.388 6.297 -0.014  0.22
N -0.224 3.826 -0.397  -0.52
C 3.282 3.567 1.291  0.02
H 3.713 5.256 0.032  0.22
C -3.681 2.613 1.395  -0.26
H 4.066 3.683 -0.704  0.22
H -0.151 3.431 -4.488  0.23
C -0.534 0.742 0.295  -0.15
H -1.454 2.145 -2.823  0.22
H -4.165 4.694 1.118  0.22
C 2.901 2.110 1.295  -0.25
H 3.839 5.248 2.426  0.19
H 3.643 1.532 0.729  0.20
H -4.616 2.359 1.872  0.23
H 0.139 5.840 -0.991  0.22
H 1.137 2.716 0.241  0.45
H 2.891 1.711 2.309  0.22
C -2.148 -1.551 -0.929  -0.23
H 2.406 4.227 -0.569  0.23
C -1.802 5.397 -0.072  -0.13
N -2.270 4.190 0.397  -0.31
C 0.866 0.825 0.936  0.68
C -1.270 3.254 0.177  0.30
H -0.145 -2.202 -0.390  0.23
C 1.708 2.541 -3.914  -0.04
C -3.388 -2.091 -1.637  -0.60
H -3.748 -3.001 -1.156  0.21
O 1.271 -0.119 1.598  -0.64
C -1.738 -0.238 -1.599  -0.20
H -0.694 -2.762 -1.971  0.20
H -2.426 -1.356 0.112  0.19
N -0.478 0.312 -1.107  -0.47
C 0.338 2.719 -3.838  -0.22
C -3.463 3.883 0.997  0.02
C 3.372 4.226 -0.056  -0.65
C 1.619 0.892 -2.189  -0.14
C 0.247 1.083 -2.063  0.14
H -2.885 0.604 1.492  0.22
Cl 2.630 3.472 -5.061  -0.01
H -2.572 0.477 -1.513  0.17
H 2.102 0.159 -1.555  0.22
H -1.598 -0.434 -2.664  0.21
H -4.201 -1.362 -1.633  0.20
H -3.159 -2.332 -2.679  0.20
H 3.468 3.708 3.382  0.20
C -2.685 1.620 1.175  -0.21
H -1.332 -3.510 -0.503  0.21
C -1.494 1.898 0.573  0.03
C 3.541 4.207 2.424  -0.39


x:
Below is C23H27ClN4O in the gas phase, with properties calculated with ωB97M-V/def2-TZVPD.

Calculated values
HOMO energy in eV: -8.4
Structure (SMILES): C=C(C)CNC(=O)[C@@H](c1cccn2ccnc12)N(CC(C)C)c1ccc(Cl)cc1

Last column: natural (NBO) charge in e.
Cartesian coordinates (Å):
Cl -4.413 1.384 2.977  -0.01
H 0.827 -4.011 0.796  0.20
C 2.539 1.902 0.683  -0.21
H -4.145 -1.537 -3.643  0.20
H 3.859 -2.376 2.400  0.20
N 0.540 -0.816 0.544  -0.47
H -0.984 1.016 -1.475  0.45
H -0.332 -0.032 -4.153  0.23
H 0.966 -3.115 -0.723  0.23
C -0.647 -0.330 1.181  0.14
C -1.884 -0.605 0.614  -0.19
H 3.372 1.213 0.624  0.22
H 3.692 3.399 1.765  0.23
C -3.424 -0.728 -3.646  -0.41
C -3.045 -0.086 1.164  -0.22
O 1.371 -0.755 -2.596  -0.65
H -2.594 3.796 -0.031  0.22
H 0.365 0.632 2.816  0.21
H 1.752 4.959 1.971  0.22
H 0.925 -1.905 2.258  0.21
H 2.215 -0.245 -0.491  0.24
N -0.537 0.379 -2.135  -0.64
C -1.562 3.588 0.198  -0.02
H 2.169 -4.342 -0.307  0.21
C -1.746 0.946 2.912  -0.25
C 1.197 0.121 -0.395  -0.16
H -2.352 -3.068 -3.128  0.21
C 1.502 -1.428 1.461  -0.21
C -1.134 0.183 -3.444  -0.26
C 1.534 -3.552 0.098  -0.61
H -3.799 0.270 -3.843  0.19
H 2.653 -3.649 2.624  0.20
C 3.261 -3.128 1.879  -0.60
C 1.700 4.005 1.469  0.02
H 3.031 -2.031 0.067  0.20
C 0.680 -0.101 -1.828  0.68
C -2.134 -0.948 -3.429  0.03
H 2.150 -0.676 1.941  0.17
H 3.945 -3.856 1.441  0.21
H -1.626 1.109 -3.742  0.20
C 1.340 1.536 0.141  0.03
C -1.570 -2.311 -3.156  -0.65
H -4.007 -0.288 0.713  0.23
N 0.492 3.670 0.920  -0.31
H -1.033 -2.327 -2.204  0.22
C 2.730 3.144 1.345  -0.26
N -0.968 2.438 -0.214  -0.52
C 2.374 -2.500 0.808  -0.23
C 0.276 2.484 0.232  0.31
C -2.963 0.699 2.299  -0.04
H -0.794 5.333 1.372  0.22
H -0.838 -2.581 -3.921  0.23
C -0.591 0.425 2.350  -0.18
C -0.693 4.371 0.902  -0.13
H -1.933 -1.221 -0.272  0.23
H -1.706 1.546 3.811  0.23


It comes down to x, which is 0.092 eV more stable than the next structure.


w:
Below is 2 unconnected molecules or ions with the total composition CH2IOP, with properties calculated with ωB97M-V/def2-TZVPD.

Calculated values
HOMO energy (spin up / spin down) in eV: -7.6 / -7.6

Last column: natural (NBO) charge in e.
Cartesian coordinates (Å):
P 2.132 1.063 0.253  0.08
I 3.204 -1.018 0.316  -0.09
C -1.378 -0.055 -0.073  0.29
H -1.399 -1.127 -0.181  0.12
O -0.477 0.575 0.313  -0.50
H -2.082 0.563 -0.628  0.11


x:
Below is CH2IOP in the gas phase, with properties calculated with ωB97M-V/def2-TZVPD.

Calculated values
HOMO energy in eV: -9.3
Structure (SMILES): O=CPI

Last column: natural (NBO) charge in e.
Cartesian coordinates (Å):
H 1.269 1.557 -1.528  -0.02
H 0.025 -1.446 -0.332  0.15
I 2.811 -0.100 0.050  -0.11
P 0.891 1.353 -0.197  0.27
C -0.353 -0.295 -0.088  0.21
O -1.360 -0.206 0.559  -0.50


It comes down to x, which is 1.844 eV more stable than the next structure.


w:
Below is a gas-phase ion, C2H6NO (charge -1), with properties calculated with ωB97M-V/def2-TZVPD.

Calculated values
HOMO energy in eV: -2.1
Structure (SMILES): NCC[O-]
Charge: -1

Last column: natural (NBO) charge in e.
Cartesian coordinates (Å):
H -0.919 1.059 0.519  0.04
H 0.904 -1.081 -0.643  0.16
C 0.241 -0.662 0.107  -0.24
N -0.996 -1.529 0.047  -0.87
O 1.021 1.602 -0.068  -0.95
H -1.803 -0.968 0.281  0.33
H -0.541 0.819 -1.202  0.06
H -0.949 -2.172 0.828  0.33
H 0.650 -0.684 1.119  0.15
C -0.059 0.818 -0.184  -0.01


x:
Below is 2 unconnected molecules or ions with the total composition C2H6NO, with properties calculated with ωB97M-V/def2-TZVPD.

Calculated values
HOMO energy (spin up / spin down) in eV: -1.6 / -1.9
Charge: -1

Last column: natural (NBO) charge in e.
Cartesian coordinates (Å):
H 1.673 -1.186 -0.811  0.14
H -0.893 1.844 -0.933  0.17
H 0.920 -0.818 0.844  0.14
N -1.366 -0.367 -0.523  -0.06
H 0.588 -2.238 0.145  0.15
C -1.021 1.075 -0.200  -0.51
C 0.789 -1.260 -0.106  -0.76
O -2.238 -0.767 0.373  -0.60
H -1.880 1.451 0.327  0.18
H -0.245 1.079 0.638  0.17


It comes down to w, which is 3.936 eV more stable than the next structure.


w:
Below is 5 unconnected molecules or ions with the total composition C3H16O4, with properties calculated with ωB97M-V/def2-TZVPD.

Calculated values
HOMO energy in eV: -11.2
Structure (SMILES): CCC.O.O.O.O

Last column: natural (NBO) charge in e.
Cartesian coordinates (Å):
C 1.956 -1.489 -0.983  -0.39
H 0.303 -0.619 2.836  0.47
H 0.455 -2.983 -0.548  0.20
H -1.713 1.136 -2.250  0.46
H -1.894 1.868 1.931  0.47
H 2.688 -1.723 -0.202  0.20
C 0.543 -1.895 -0.533  -0.60
H 1.954 -0.396 -1.006  0.19
H -2.610 2.512 -0.372  0.47
H -0.122 -1.511 -1.310  0.20
H -2.170 3.468 0.669  0.48
O -1.829 0.537 -2.971  -0.93
C 2.407 -2.163 -2.284  -0.61
O 0.967 -0.344 3.464  -0.94
H 2.952 -3.093 -2.136  0.21
H -0.561 1.832 2.523  0.47
H 3.169 -1.510 -2.714  0.21
H 0.794 -0.871 4.231  0.47
H -0.980 0.523 -3.392  0.47
H 1.533 -2.321 -2.912  0.20
H 0.209 -1.511 0.424  0.20
O -1.488 1.771 2.804  -0.95
O -1.825 2.818 0.039  -0.94


x:
Below is 5 unconnected molecules or ions with the total composition C3H16O4, with properties calculated with ωB97M-V/def2-TZVPD.

Calculated values
HOMO energy in eV: -10.4
Structure (SMILES): CCC.O.O.O.O

Last column: natural (NBO) charge in e.
Cartesian coordinates (Å):
H 0.821 1.495 0.550  0.20
H 3.543 -1.202 -2.573  0.47
H 0.952 0.575 1.878  0.22
H 0.721 -1.228 0.010  0.23
H -1.932 -3.362 -1.687  0.48
C -0.900 1.596 1.739  -0.60
O 3.410 -1.553 -1.685  -0.93
O -1.768 -3.975 -2.420  -0.95
H 3.927 -0.941 -1.139  0.47
H -4.511 1.487 -2.883  0.47
C 0.235 0.747 1.089  -0.42
H -0.304 -1.355 1.248  0.20
H -0.852 -4.218 -2.441  0.47
H -3.382 0.419 -3.033  0.47
O 2.552 1.823 2.438  -0.93
H 3.388 1.794 2.929  0.47
H -0.815 -0.478 -0.282  0.19
H -1.340 0.999 2.532  0.20
H 2.449 2.788 2.495  0.47
C -0.050 -0.608 0.507  -0.63
H -0.510 2.521 2.142  0.20
O -3.955 0.884 -2.413  -0.94
H -1.678 1.791 0.997  0.20


It comes down to w, which is 0.647 eV more stable than the next structure.